i | Density functional theory data (ωB97M-V/def2-TZVPD) for an isolated molecule of C4H4N2.

HOMO energy   -9.87 eV
SMILES   c1cncnc1
Gap between HOMO and LUMO   10.275 eV

CARTESIAN COORDINATES (ANGSTROEM)
C -1.1668 0.0357 0.1284
C -0.3969 1.1158 -0.2722
N 0.9255 1.1076 -0.2958
C 1.4553 -0.0951 -0.0987
N 0.8075 -1.2622 -0.0792
C -0.5147 -1.2147 0.0923
H -1.7208 0.6042 0.8703
H -0.9298 2.0347 -0.5170
H 2.5326 -0.1276 0.0298
H -0.9918 -2.1983 0.1420

ii | Density functional theory data (ωB97M-V/def2-TZVPD) for an isolated molecule of C4H4N2.

HOMO energy   -9.44 eV
SMILES   C#C/C=N\N=C
Gap between HOMO and LUMO   9.444 eV

CARTESIAN COORDINATES (ANGSTROEM)
C 1.6968 -1.6794 0.6193
C 0.6426 -1.3059 0.0777
C -0.6547 -1.0171 -0.4773
N -1.0633 0.1881 -0.3116
N -0.0800 1.0305 0.0983
C -0.4118 2.2292 -0.0393
H 2.6772 -1.6685 1.2338
H -1.2408 -1.8474 -0.7952
H 0.3640 2.9307 0.1644
H -1.4349 2.6942 -0.1922

iii | Density functional theory data (ωB97M-V/def2-TZVPD) for a cluster of 2 separate species, C4H4N2 in total.

HOMO energy (alpha / beta)   -10.73 / -10.71 eV
Gap between HOMO and LUMO (alpha / beta)   7.234 / 7.216 eV

CARTESIAN COORDINATES (ANGSTROEM)
C 0.7984 -0.7885 -1.1205
C -0.0717 0.8753 1.2327
C -0.7610 1.7713 0.4310
N -1.2311 2.6213 -0.2216
C -0.7115 -0.2515 1.7253
N -1.1407 -1.2128 2.2344
H 0.7691 -1.7957 -0.6971
H 1.5094 -0.7512 -1.9491
H -0.1953 -0.5092 -1.4840
H 1.1464 -0.0872 -0.3484

Stability summary - winner: i; margin: 0.1034 hartree.

i | Density functional theory data (ωB97M-V/def2-TZVPD) for a cluster of 2 separate species, C4H4N2 in total.

HOMO energy   -10.13 eV
SMILES   C1=C=NC=NC=1.[H][H]
Gap between HOMO and LUMO   9.889 eV

CARTESIAN COORDINATES (ANGSTROEM)
C 0.7310 -0.0877 0.6134
C -0.3240 -0.5498 0.0652
N -1.3323 -0.3886 -0.6698
C -1.2295 0.9295 -1.0621
N -0.2537 1.7316 -0.6867
C 0.7078 1.2513 0.1284
H -2.0129 1.2934 -1.7175
H 1.4854 1.9622 0.4026
H 1.0963 -2.7114 1.4450
H 1.0809 -3.4500 1.5233

ii | Density functional theory data (ωB97M-V/def2-TZVPD) for an isolated molecule of C4H4N2.

HOMO energy (alpha / beta)   -8.21 / -8.44 eV
Gap between HOMO and LUMO (alpha / beta)   7.102 / 7.992 eV

CARTESIAN COORDINATES (ANGSTROEM)
C -1.0369 0.2252 -0.3223
C -0.3026 0.0179 1.0329
C 0.6076 -0.5197 -0.0373
N 1.5520 -1.3410 -0.0345
C 0.0361 0.7485 -1.1091
N -0.0960 1.9442 -1.2830
H -2.0862 0.2116 -0.5586
H 1.9677 -1.4576 -0.9606
H 0.1241 0.8690 1.5620
H -0.7658 -0.6981 1.7104

iii | Density functional theory data (ωB97M-V/def2-TZVPD) for a cluster of 2 separate species, C4H4N2 in total.

HOMO energy   -10.81 eV
Gap between HOMO and LUMO   10.705 eV

CARTESIAN COORDINATES (ANGSTROEM)
N -1.1538 -0.9407 -0.3039
C -0.2846 -0.9367 0.6286
C 1.0709 -0.5210 0.3840
C 2.2209 -0.2016 0.2188
C -0.6855 2.6492 -0.4187
N -0.8535 1.6592 -1.0274
H -0.9725 0.6667 -1.2348
H -2.0672 -1.2324 0.0417
H -0.5129 -1.2261 1.6579
H 3.2384 0.0834 0.0539

iv | Density functional theory data (ωB97M-V/def2-TZVPD) for an isolated molecule of C4H4N2.

HOMO energy   -11.93 eV
SMILES   CC(C#N)C#N
Gap between HOMO and LUMO   12.418 eV

CARTESIAN COORDINATES (ANGSTROEM)
C -0.1491 -0.5565 -1.0522
C 0.2143 -0.2005 0.3328
C 1.3589 0.6136 0.7164
N 2.0535 1.5397 0.8723
C -0.9437 0.4493 1.0355
N -1.8394 1.1161 1.3237
H -0.6117 0.2515 -1.5632
H -0.9134 -1.3347 -1.0429
H 0.6956 -0.7578 -1.6680
H 0.1350 -1.1206 1.0456

Stability summary - winner: iv; margin: 0.0773 hartree.

i | Density functional theory data (ωB97M-V/def2-TZVPD) for an isolated molecule of C7H11NO3.

HOMO energy   -9.57 eV
SMILES   C#C[C@H]([C@H](C)O)[C@H](N)C(=O)O
Gap between HOMO and LUMO   10.268 eV

CARTESIAN COORDINATES (ANGSTROEM)
C -0.3172 -2.3343 0.5742
C -0.2362 -1.3949 -0.0888
C 0.0740 0.0311 -0.5337
C 1.5338 0.4175 -0.3722
C 2.3333 -0.0411 -1.6462
O 2.0672 -0.0815 0.8433
C -1.1253 0.9697 0.5262
N -1.2856 0.4489 1.9083
C -2.3787 0.9245 -0.3250
O -2.4657 1.7286 -1.2267
O -3.2804 0.0214 0.0362
H -0.6334 -3.2666 1.1003
H -0.2335 0.2538 -1.5279
H 1.6119 1.6070 -0.2368
H 1.9997 -1.0139 -1.9825
H 3.3648 -0.0812 -1.3658
H 2.3061 0.6637 -2.4967
H 1.9906 -1.0508 0.8120
H -0.7112 1.9831 0.5181
H -0.8912 1.0538 2.5279
H -0.7742 -0.4461 2.0650
H -2.9486 -0.3929 0.8907

ii | Density functional theory data (ωB97M-V/def2-TZVPD) for a cluster of 2 separate species, C7H11NO3 in total.

HOMO energy   -8.45 eV
SMILES   O=Cc1ccco1.CNOC
Gap between HOMO and LUMO   8.499 eV

CARTESIAN COORDINATES (ANGSTROEM)
O -0.2820 -1.8750 -1.3672
C -0.6718 -0.8063 -1.7309
C 0.1591 0.4083 -1.8446
C 1.5008 0.8118 -1.9351
C 1.5065 2.1649 -2.3766
C 0.1805 2.5206 -2.4835
O -0.6072 1.4795 -2.1916
H -1.7203 -0.5423 -1.7566
H 2.3683 0.0823 -1.8201
H 2.3400 2.6122 -2.6565
H -0.3098 3.1570 -3.1669
C -0.6218 -2.2607 1.5692
N 0.4253 -1.2846 1.9274
O -0.0003 0.0405 1.7177
C -0.6451 0.6056 2.9745
H -1.3865 -2.3211 2.4197
H -0.9617 -2.1469 0.5107
H -0.2362 -3.3782 1.5372
H 1.2222 -1.2758 1.3129
H -1.4061 -0.1011 3.2132
H -1.1125 1.5170 2.5063
H 0.2586 0.5922 3.6407

iii | Density functional theory data (ωB97M-V/def2-TZVPD) for an isolated molecule of C7H11NO3.

HOMO energy   -9.71 eV
SMILES   CC(=O)N1CCC[C@H]1C(=O)O
Gap between HOMO and LUMO   10.383 eV

CARTESIAN COORDINATES (ANGSTROEM)
C -2.9761 -0.2826 0.3563
C -1.4662 -0.7757 -0.0176
O -1.3713 -1.8703 -0.5929
N -0.4112 0.0114 0.0669
C 0.0148 1.1645 0.7521
C 1.0371 1.9590 -0.1446
C 1.6643 0.7532 -0.8861
C 0.8967 -0.5251 -0.5659
C 1.5894 -1.5936 0.3128
O 2.3356 -1.4738 1.1991
O 1.0970 -2.6738 -0.2006
H -3.1654 0.7118 0.1186
H -3.8247 -0.9494 0.0106
H -2.8920 -0.1836 1.4572
H 0.4939 0.8848 1.7286
H -0.8720 1.7834 0.9705
H 1.8333 2.6392 0.2530
H 0.5239 2.7155 -0.7412
H 2.0502 0.8681 -1.9183
H 2.7075 0.6545 -0.4229
H 0.6260 -1.0969 -1.4780
H 0.1093 -2.7204 -0.2578

Stability summary - winner: iii; margin: 0.0650 hartree.

i | Density functional theory data (ωB97M-V/def2-TZVPD) for a cluster of 4 separate species, C2H11O3S in total.

Net charge   -1
HOMO energy   -3.03 eV
Gap between HOMO and LUMO   6.908 eV

CARTESIAN COORDINATES (ANGSTROEM)
C 1.7095 -0.5251 -0.4169
C 0.9020 -1.6296 -1.1677
S -0.8880 -1.2885 -1.3996
H 1.1756 -0.3399 0.5474
H 2.0160 0.3627 -0.9359
H 2.7140 -0.8779 -0.1391
H 1.1318 -2.4878 -0.4435
H 1.3792 -1.7501 -2.1737
H -0.9807 0.4132 2.9951
H 0.5468 0.6815 2.5197
O -0.1948 0.9001 3.1610
H -0.9869 1.7378 -2.0583
H -0.3229 1.0051 -0.9300
O -0.7314 1.8126 -1.1082
H -2.3446 1.3892 0.2827
H -2.6670 -0.0939 0.3489
O -2.4587 0.6906 0.9182

ii | Density functional theory data (ωB97M-V/def2-TZVPD) for a cluster of 4 separate species, C2H11O3S in total.

Net charge   -1
HOMO energy   -2.99 eV
Gap between HOMO and LUMO   6.499 eV

CARTESIAN COORDINATES (ANGSTROEM)
C 1.3515 -0.0174 -0.4987
C 0.2846 -1.1140 -0.3833
S -1.5275 -1.0225 -0.7882
H 0.9464 0.9789 -0.1654
H 1.6345 0.0489 -1.5465
H 2.1665 -0.3032 0.1047
H 0.3171 -1.7012 0.6514
H 0.5211 -2.1039 -0.9475
H 0.9320 0.4972 1.9768
H 1.5300 2.0733 1.7202
O 1.6625 1.1079 2.1021
H -1.4204 0.8337 -2.3614
H -0.2669 1.9293 -2.2510
O -1.1909 1.7866 -2.5353
H -2.6031 -0.4786 1.1405
H -1.8876 -1.6534 1.8173
O -2.4499 -0.8615 1.9642

Stability summary - winner: i; margin: 0.0255 hartree.

i | Density functional theory data (ωB97M-V/def2-TZVPD) for a cluster of 3 separate species, C3H12NO2 in total.

Net charge   +1
HOMO energy   -14.39 eV
Gap between HOMO and LUMO   11.301 eV

CARTESIAN COORDINATES (ANGSTROEM)
C -0.6686 -1.5419 1.0313
C -1.4062 -0.3188 0.6058
C -2.0714 0.5351 1.3731
N -1.0936 0.1583 -0.7680
H 0.4101 -1.3892 0.9362
H -0.9308 -2.4318 0.4585
H -0.8813 -1.7388 2.0787
H -2.4887 1.4031 0.8727
H -2.3138 0.3372 2.4025
H -0.8874 -0.5730 -1.4495
H -1.8933 0.6611 -1.1255
H -0.3000 0.8141 -0.8208
H 1.3820 2.3124 -1.3219
H 1.7225 1.4001 -2.4374
O 1.1008 1.4743 -1.7037
H 3.4157 -0.1210 0.7470
H 3.2601 -1.3389 -0.1505
O 2.8317 -0.5259 0.1002

ii | Density functional theory data (ωB97M-V/def2-TZVPD) for a cluster of 3 separate species, C3H12NO2 in total.

Net charge   +1
HOMO energy   -14.33 eV
Gap between HOMO and LUMO   11.255 eV

CARTESIAN COORDINATES (ANGSTROEM)
C 2.8381 -1.6400 0.2218
C 2.1084 -0.3470 0.5899
C 1.4790 0.3554 -0.3287
N 0.5504 1.4898 0.0212
H 3.8273 -1.7275 0.7144
H 2.3742 -2.6207 0.5411
H 2.8500 -1.5825 -0.8761
H 1.6738 -0.4684 1.5862
H 1.6021 0.3599 -1.3940
H 0.5558 2.2306 -0.6590
H -0.4653 1.2275 -0.0569
H 0.6147 1.8963 1.0152
H -2.4727 0.2723 -0.2963
H -2.8069 1.7309 -0.8434
O -2.1028 1.1852 -0.4696
H -4.1866 -0.9065 -0.0302
H -3.1433 -1.9456 -0.3311
O -3.2637 -1.1150 0.1865

Stability summary - winner: i; margin: 0.0184 hartree.

i | Density functional theory data (ωB97M-V/def2-TZVPD) for a cluster of 2 separate species, C3H12NO2 in total.

Net charge   +1
HOMO energy   -14.85 eV
Gap between HOMO and LUMO   11.887 eV

CARTESIAN COORDINATES (ANGSTROEM)
O -1.3341 -1.2334 -1.1452
C -0.2139 -2.0084 -0.8620
C 0.5324 -1.2961 0.3113
N 0.1059 0.1353 0.3898
C 0.7867 0.9178 1.4711
H -1.8346 -1.5221 -1.9104
H 0.5604 -2.2201 -1.6056
H -0.4958 -3.0294 -0.5722
H 0.2130 -1.8035 1.2194
H 1.5949 -1.4632 0.1662
H 0.2210 0.6143 -0.5091
H -0.8935 -0.0049 0.5421
H 1.4237 0.2503 2.0405
H 1.4161 1.6104 0.9154
H 0.0526 1.4485 2.0603
H -0.2332 3.6833 -0.4045
H -1.1764 3.0286 -1.4726
O -0.7252 2.8929 -0.6343

ii | Density functional theory data (ωB97M-V/def2-TZVPD) for a cluster of 2 separate species, C3H12NO2 in total.

Net charge   +1
HOMO energy   -14.79 eV
Gap between HOMO and LUMO   11.468 eV

CARTESIAN COORDINATES (ANGSTROEM)
C -0.3149 0.5373 -0.6049
C -1.0626 -0.7511 -0.1453
C -2.5526 -0.4803 0.0679
O -0.7387 -1.7799 -1.0184
N 1.1472 0.2433 -0.4728
H -0.5922 0.9190 -1.5799
H -0.5955 1.2740 0.1446
H -0.6218 -0.8826 0.8525
H -2.6514 0.4284 0.6496
H -3.1097 -1.3120 0.4799
H -2.9771 -0.2961 -0.9251
H -1.4479 -1.9374 -1.6468
H 1.2211 -0.7055 -0.1069
H 1.6265 0.6685 0.3402
H 1.7534 0.4609 -1.2678
H 3.4403 1.9223 1.4231
H 4.1696 0.6717 2.0446
O 3.3062 1.0194 1.7656

Stability summary - winner: ii; margin: 0.0041 hartree.